# 1
Below is one molecule with the formula C2H4ClFO2 in a non-equilibrium geometry, with properties calculated with wB97M-V/def2-TZVPD.

```
10
Properties=species:S:1:pos:R:3:forces:R:3:lowdin_charge:R:1
C 0.25469 0.59701 -0.44321 -0.7 0.5 -0.6 -0.482
C -0.54815 -0.31211 0.43529 4.4 0.8 1.5 -0.742
O 1.58245 0.25947 -0.31244 1.6 2.0 -2.9 0.013
O 0.02876 -1.51386 0.52139 -0.1 -4.0 2.1 -0.062
F 0.07684 1.89863 0.09087 -0.2 -0.4 -0.6 -0.028
Cl -2.26943 -0.42243 -0.32563 -5.1 -0.4 -1.8 0.663
H -0.32221 0.59444 -1.46296 2.1 0.4 0.9 0.148
H -0.59212 0.30456 1.30817 -0.6 0.2 1.6 0.125
H 2.18765 0.84720 -0.95520 -2.2 -1.8 1.9 0.184
H -0.39848 -2.25291 1.14371 0.8 2.8 -2.0 0.180
```
Positions in Å, forces in eV/Å.

The value obtained for the orbital gap (spin up / spin down) is 5.57 / 6.32 eV. The expectation value of S² is 2.005. Its multiplicity is 3.

# 2
Below is one molecule with the formula C2H4ClFO2S in a non-equilibrium geometry, with properties calculated with wB97M-V/def2-TZVPD.

```
11
Properties=species:S:1:pos:R:3:forces:R:3:lowdin_charge:R:1
C -0.45993 0.03482 -0.67790 -1.4 -2.1 0.4 -0.185
C 0.25315 -0.29198 0.60353 -2.4 0.2 2.2 -0.040
O -1.88305 1.38244 1.74580 -0.1 -0.3 0.4 -0.358
O -0.47861 0.30390 3.48652 0.3 -0.1 0.2 -0.377
F -1.85136 -0.31925 -0.41901 1.7 0.2 -1.1 -0.139
S -1.17817 0.24154 2.24817 1.4 -0.2 -2.6 0.360
Cl -2.42051 -1.36575 2.40543 -0.1 0.0 -0.1 0.362
H -0.44751 0.99214 -1.10129 0.0 1.8 0.3 0.098
H -0.08513 -0.58686 -1.50856 -0.3 -0.3 0.5 0.122
H 0.43263 -1.36841 0.72262 0.1 0.6 0.2 0.093
H 0.92534 0.38628 1.09518 0.8 0.1 -0.5 0.065
```
Positions in Å, forces in eV/Å.

The value obtained for the orbital gap is 9.76 eV. Its multiplicity is 1. The SMILES is O=S(=O)(Cl)CCF.

# 3
Below is one molecule with the formula C2H4ClFS in a non-equilibrium geometry, with properties calculated with wB97M-V/def2-TZVPD.

```
9
Properties=species:S:1:pos:R:3:forces:R:3:lowdin_charge:R:1
C 0.75495 -0.79063 -0.30383 0.5 1.5 0.5 -0.175
C -0.25742 0.15443 0.35868 -0.4 -1.1 -3.6 -1.170
F -0.32371 0.14707 1.65779 0.0 -0.2 1.6 0.002
S -0.10239 1.85855 -0.30408 1.9 -1.3 -0.6 0.791
Cl -1.82354 -0.64390 -0.35149 -0.1 0.8 0.7 0.515
H 0.80063 -0.37415 -1.33195 0.2 -0.8 0.5 0.070
H 1.71242 -0.59480 0.21319 -0.2 -0.5 -0.4 0.090
H 0.39600 -1.82646 -0.27785 0.5 0.4 0.1 0.063
H -1.15693 2.06990 0.33953 -2.4 1.3 1.3 -0.185
```
Positions in Å, forces in eV/Å.

The value obtained for the orbital gap is 10.63 eV. Its multiplicity is 1. The SMILES is C[C@@](F)(S)Cl.

# 4
Below is a 2-piece molecular cluster, C2H4ClI overall in a non-equilibrium geometry, with properties calculated with wB97M-V/def2-TZVPD.

```
8
Properties=species:S:1:pos:R:3:forces:R:3:lowdin_charge:R:1
C -0.76815 0.27398 0.35749 -2.3 -2.4 0.7 -0.255
C 0.46325 0.44230 -0.41119 1.0 -0.5 0.1 -0.583
Cl 1.60892 1.26067 0.61271 0.0 -0.6 -1.5 0.649
I 1.47653 -2.80276 -0.93640 -0.2 1.1 0.2 -0.180
H -1.65367 -0.06432 -0.27029 1.1 0.6 0.6 0.101
H -1.01741 1.13656 0.99110 0.1 0.2 -0.6 0.069
H -0.73592 -0.54933 1.19652 0.5 1.2 -1.6 0.126
H 0.62646 0.30291 -1.53994 -0.1 0.4 2.1 0.073
```
Positions in Å, forces in eV/Å.

The value obtained for the orbital gap (spin up / spin down) is 6.79 / 5.13 eV. Its multiplicity is 1.

What did we get for energy above the lowest of the compared OMol25 structures with the same formula, charge and spin? Answer: 267.1; 96.6; 52.1; 238.2 kJ/mol, in the order shown.